## w
C5H10INO2S | the ωB97M-V functional and the def2-TZVPD basis

Last column: Mulliken charge in e.
Cartesian coordinates (Å):
C  -2.2296  2.0069  0.3227  -0.85
C  -0.8711  1.8226  0.8204  -0.28
C  -1.0202  1.6081  -0.5617  0.20
C  2.3194  -2.6522  0.2624  -1.06
C  -1.0012  0.3151  -1.1638  -0.71
N  1.0541  -0.3723  -1.0251  -0.58
O  0.4229  -1.1457  1.4409  -0.57
O  -0.1622  -2.4403  -0.5676  -0.67
S  0.7887  -1.6190  0.1310  1.15
I  2.2552  1.0494  -0.1480  0.09
H  -2.9893  1.3618  0.6419  0.29
H  -2.5340  2.9892  0.2528  0.28
H  -0.1382  2.5803  1.1856  0.31
H  -0.6613  0.9620  1.4774  0.13
H  -0.8370  2.4790  -1.2219  0.33
H  1.9160  -3.5593  0.6721  0.37
H  2.7095  -2.7595  -0.6694  0.35
H  3.0620  -2.2017  0.9508  0.33
H  -1.1805  -0.6473  -0.6220  0.52
H  -0.9033  0.2231  -2.1784  0.36

Its LUMO energy (alpha / beta) is -0.444 / -0.444 eV. The value obtained for the gap between HOMO and LUMO (alpha / beta) is 8.3 / 8.3 eV. The HOMO energy (alpha / beta) comes out at -8.8 / -8.8 eV.


## x
C5H10INO2S | the ωB97M-V functional and the def2-TZVPD basis

Last column: Mulliken charge in e.
Cartesian coordinates (Å):
C  1.4455  -1.4797  -2.0409  0.29
C  -0.8334  2.0559  0.7400  -0.89
C  -2.2249  -0.0454  0.4790  -1.30
C  -0.7257  0.0418  2.3062  -1.05
C  -1.1758  0.6381  1.2098  0.99
N  1.9698  -1.1788  -3.1026  -0.53
O  2.2254  0.6368  -0.6432  -0.46
O  3.0853  -1.7086  -0.4022  -0.55
S  1.8762  -0.8895  -0.3197  0.65
I  0.4389  -3.3765  -1.6147  -0.03
H  -0.2669  1.8876  -0.3320  0.16
H  -1.7454  2.6825  0.8104  0.35
H  -0.0399  2.4529  1.4356  0.26
H  -2.2565  0.0113  -0.6623  0.27
H  -3.2117  0.5214  0.6714  0.30
H  -2.3768  -1.0493  0.8248  0.36
H  -1.1225  -0.9446  2.5303  0.25
H  3.0944  0.8375  -0.9558  0.33
H  -0.1596  0.5352  3.0445  0.31
H  2.0035  -1.6284  -3.9784  0.28

Its LUMO energy is 0.233 eV. The value obtained for the gap between HOMO and LUMO is 9.4 eV. The HOMO energy comes out at -9.1 eV.


Relative to the most stable structure, the computed energies are w 31.7; x 0.0, all in kcal/mol.